Record 1
48
Properties=species:S:1:pos:R:3:forces:R:3:nbo_charge:R:1 method="wB97M-V/def2-TZVPD" smiles="COc1ccc(/C=N/n2c(N)nc(-c3ccccc3)c2-c2ccccc2)cc1"
C -7.357 -1.371 -0.202 -0.0575 -0.2526 -0.0635 -0.254
O -6.994 -0.051 0.128 0.1704 0.3157 0.0732 -0.486
C -5.681 0.289 0.116 0.1253 0.2406 0.0526 0.324
C -4.633 -0.572 -0.205 -0.3078 -0.1633 -0.0222 -0.326
C -3.332 -0.115 -0.186 0.0882 0.3409 0.0991 -0.084
C -3.037 1.207 0.153 -0.6546 -0.3675 -0.0257 -0.162
C -1.676 1.694 0.176 0.7397 0.4070 0.0222 0.076
N -0.721 0.926 -0.176 -1.0222 -0.2996 -0.0358 -0.246
N 0.566 1.312 -0.183 0.8395 0.8266 0.1395 -0.216
C 1.165 2.552 -0.203 0.2623 -0.1956 -0.0466 0.501
N 0.475 3.744 -0.284 -0.3206 0.2121 0.0562 -0.823
N 2.461 2.462 -0.145 -0.1891 0.3930 0.0178 -0.502
C 2.762 1.121 -0.074 -1.0233 -0.3111 -0.1197 0.070
C 4.151 0.693 -0.038 0.4095 -0.1479 0.0069 0.016
C 4.557 -0.538 -0.550 -0.0303 0.1229 -0.0012 -0.226
C 5.889 -0.905 -0.506 0.0759 -0.0996 -0.0129 -0.201
C 6.834 -0.052 0.040 0.0908 -0.0221 0.0039 -0.222
C 6.441 1.182 0.533 0.1150 -0.0028 0.0176 -0.210
C 5.111 1.554 0.493 -0.1593 -0.0615 -0.0070 -0.214
C 1.602 0.382 -0.111 0.7161 0.2144 0.0630 0.128
C 1.343 -1.045 -0.004 -0.1034 -0.3110 0.0466 -0.099
C 2.037 -1.815 0.930 -0.1382 0.1202 -0.0347 -0.139
C 1.791 -3.169 1.040 0.0448 -0.1245 0.0323 -0.230
C 0.846 -3.776 0.228 0.0025 -0.0802 0.0341 -0.217
C 0.151 -3.019 -0.699 -0.0618 -0.0881 -0.0525 -0.207
C 0.396 -1.663 -0.819 0.1101 -0.0615 -0.0651 -0.194
C -4.094 2.063 0.479 0.2474 -0.2098 -0.0772 -0.153
C -5.393 1.614 0.460 -0.2790 -0.2111 -0.0347 -0.263
H -8.442 -1.406 -0.122 0.0869 -0.0452 -0.0197 0.203
H -6.919 -2.093 0.494 -0.0084 0.0311 -0.0366 0.179
H -7.062 -1.624 -1.225 -0.0004 0.0080 0.0484 0.178
H -4.823 -1.601 -0.470 -0.0434 -0.0810 -0.0146 0.221
H -2.516 -0.778 -0.425 0.0684 -0.1114 -0.0379 0.223
H -1.534 2.720 0.522 0.1233 -0.0551 -0.0406 0.185
H 1.121 4.510 -0.425 -0.0509 -0.0799 -0.0541 0.404
H -0.277 3.749 -0.962 0.0869 0.0448 0.0090 0.381
H 3.829 -1.201 -0.993 -0.0203 -0.0382 -0.0449 0.219
H 6.193 -1.862 -0.905 0.0211 -0.0646 -0.0353 0.209
H 7.873 -0.344 0.073 0.0728 -0.0179 -0.0014 0.210
H 7.176 1.855 0.951 0.0442 0.0497 0.0307 0.210
H 4.791 2.514 0.868 -0.0067 0.0943 0.0314 0.228
H 2.767 -1.339 1.568 0.0416 0.0408 0.0585 0.216
H 2.335 -3.755 1.767 0.0396 -0.0396 0.0561 0.213
H 0.654 -4.835 0.318 -0.0178 -0.0753 0.0111 0.211
H -0.584 -3.489 -1.338 -0.0431 -0.0319 -0.0528 0.209
H -0.139 -1.078 -1.550 -0.0145 0.0000 -0.0339 0.222
H -3.886 3.089 0.750 0.0205 0.1117 0.0320 0.212
H -6.215 2.266 0.709 -0.0902 0.0766 0.0285 0.227

Record 2
56
Properties=species:S:1:pos:R:3:forces:R:3:nbo_charge:R:1 method="wB97M-V/def2-TZVPD" charge=+1
Os 1.116 0.971 -1.410 -0.0098 -0.9946 2.2178 0.880
O 2.219 -1.831 -3.780 0.1257 -0.1350 0.0424 -0.870
S 1.663 -1.387 -2.555 -0.0205 -0.3478 -0.5386 2.401
O 2.554 -0.574 -1.656 -0.1095 0.1382 -0.3286 -0.914
O 0.428 -0.525 -2.699 0.0478 -0.0082 -0.6555 -0.942
C 1.200 -2.720 -1.541 -0.0131 -0.1024 0.1011 -0.354
C 1.448 -4.019 -1.943 -0.0348 0.0567 -0.0158 -0.150
C 1.214 -5.047 -1.041 -0.0183 0.0258 0.0789 -0.172
C 0.790 -4.750 0.246 0.0318 -0.0957 -0.0207 -0.193
C 0.563 -3.436 0.639 0.0436 0.0896 0.0344 -0.126
C 0.733 -2.397 -0.268 0.0237 0.1531 -0.0230 -0.357
P 0.296 -0.680 0.223 -0.0444 0.7994 -0.8076 1.259
C -1.513 -0.669 0.316 0.0444 0.1032 -0.1272 -0.419
C -2.267 -1.800 0.621 0.0128 -0.0175 0.0130 -0.174
C -3.647 -1.705 0.718 0.0082 -0.0130 0.0179 -0.200
C -4.283 -0.489 0.504 0.0062 -0.0416 -0.0281 -0.160
C -3.535 0.637 0.195 -0.0471 0.0190 0.0343 -0.228
C -2.155 0.547 0.105 -0.0997 -0.1069 0.1253 -0.122
C 0.912 -0.580 1.903 0.0325 0.3380 -0.0355 -0.354
C 0.076 -0.308 2.984 -0.0115 -0.0221 -0.0325 -0.197
C 0.623 -0.214 4.255 -0.0114 0.0116 0.0041 -0.206
C 1.990 -0.373 4.440 -0.0061 0.0096 -0.0147 -0.171
C 2.823 -0.635 3.358 0.0097 0.0193 0.0425 -0.189
C 2.284 -0.740 2.087 -0.0154 -0.0311 0.0492 -0.224
H 1.833 -4.201 -2.938 0.0004 -0.0287 0.0323 0.258
H 1.393 -6.073 -1.332 -0.0026 0.0077 0.0043 0.239
H 0.646 -5.551 0.959 0.0027 0.0285 0.0042 0.236
H 0.277 -3.217 1.660 -0.0254 -0.0444 -0.0008 0.226
H -1.790 -2.756 0.785 -0.0518 0.0159 -0.0344 0.225
H -4.227 -2.585 0.961 0.0058 0.0113 -0.0187 0.231
H -5.361 -0.427 0.572 0.0158 0.0158 0.0034 0.229
H -4.031 1.585 0.028 0.0291 -0.0040 0.0066 0.219
H -1.566 1.418 -0.120 -0.0317 -0.0635 0.0339 0.201
H -0.990 -0.184 2.835 0.0254 0.0357 0.0223 0.228
H -0.020 -0.010 5.101 0.0131 -0.0062 -0.0084 0.229
H 2.410 -0.289 5.435 -0.0066 -0.0123 -0.0236 0.230
H 3.890 -0.753 3.494 -0.0175 0.0000 -0.0169 0.243
H 2.932 -0.943 1.246 0.0170 -0.0532 -0.0078 0.249
S 4.328 1.948 -0.987 -0.7651 0.7483 0.4010 0.149
C 4.719 0.718 0.050 0.1393 -0.3236 0.2102 0.010
N 4.992 -0.140 0.779 0.0349 0.1270 -0.1024 -0.335
C -2.697 5.044 -1.660 -0.0217 0.0479 -0.0287 -0.407
N -1.774 3.988 -2.065 -0.1341 0.0915 -0.0148 -0.301
C -1.583 3.536 -3.350 0.0165 0.0265 0.0300 -0.059
C -0.651 2.554 -3.277 0.0594 -0.0359 0.0553 -0.074
N -0.265 2.413 -1.956 -0.3154 -0.1522 0.1664 -0.512
C -0.970 3.292 -1.256 0.2808 0.1536 -0.1047 0.208
H -3.679 4.854 -2.084 0.0033 -0.0487 -0.0083 0.228
H -2.341 6.012 -2.004 0.0523 -0.0067 -0.0039 0.229
H -2.777 5.056 -0.576 0.0506 -0.0290 0.0088 0.229
H -2.113 3.942 -4.194 -0.0201 0.0117 0.0613 0.246
H -0.238 1.945 -4.064 -0.0363 -0.0359 0.0440 0.247
H -0.890 3.438 -0.189 -0.0159 0.0620 -0.0358 0.249
O 0.829 3.113 1.645 -0.0432 -0.0111 -0.1116 -0.875
S 2.136 2.926 1.035 0.3682 0.2580 0.3859 1.449
N 2.046 2.069 -0.230 0.4285 -0.6336 -1.0824 -0.742

Record 3
52
Properties=species:S:1:pos:R:3:forces:R:3:nbo_charge:R:1 method="wB97M-V/def2-TZVPD" charge=+3
Pb 1.260 1.327 -1.213 0.3571 0.3141 -0.3904 1.348
C 5.299 -0.985 -0.564 0.0138 -0.0181 0.0159 -0.207
C 5.438 -1.069 0.811 -0.0718 0.0288 -0.0331 -0.100
C 4.468 -0.497 1.624 -0.0764 0.0245 0.0370 -0.189
C 3.389 0.156 1.047 0.2685 -0.1593 -0.0922 0.128
N 3.251 0.205 -0.288 -0.0742 -0.0087 0.1959 -0.547
C 4.179 -0.350 -1.069 -0.0626 -0.0458 -0.0984 0.066
C 2.381 0.901 1.844 -0.1776 0.0676 0.1568 0.278
C 2.405 0.930 3.232 0.0027 -0.0336 -0.0456 -0.215
C 1.479 1.706 3.906 -0.0204 0.0118 -0.0500 -0.095
C 0.591 2.487 3.185 -0.0486 -0.0106 -0.0854 -0.197
C 0.624 2.444 1.799 0.0982 -0.1584 0.1970 0.192
N 1.470 1.614 1.159 0.0853 0.1081 -0.0400 -0.586
C -0.183 3.362 0.956 -0.1722 0.2612 -0.1171 0.150
C -0.940 4.396 1.490 0.0521 -0.0929 0.0480 -0.190
C -1.540 5.315 0.640 0.0294 -0.0547 -0.0515 -0.101
C -1.387 5.169 -0.729 -0.0226 0.0165 0.0157 -0.209
C -0.658 4.090 -1.192 -0.0371 -0.0552 -0.0901 0.064
N -0.070 3.214 -0.375 -0.0015 -0.0749 0.2227 -0.549
H 6.036 -1.399 -1.238 0.0031 -0.0098 0.0148 0.264
H 6.291 -1.562 1.257 0.0108 -0.0113 -0.0304 0.261
H 4.576 -0.560 2.696 0.0203 0.0381 0.0040 0.243
H 4.018 -0.280 -2.139 0.0180 0.0167 0.0047 0.217
H 3.137 0.367 3.790 -0.0023 -0.0256 -0.0148 0.250
H 1.466 1.728 4.987 0.0177 -0.0034 -0.0002 0.263
H -0.107 3.123 3.706 0.0135 0.0251 0.0008 0.249
H -1.051 4.509 2.558 0.0314 0.0391 0.0021 0.244
H -2.107 6.140 1.050 -0.0095 -0.0030 -0.0105 0.261
H -1.816 5.874 -1.426 -0.0133 -0.0146 0.0028 0.264
H -0.535 3.918 -2.256 0.0206 0.0341 0.0057 0.219
N -6.797 -1.128 -1.835 -0.0441 -0.0969 -0.0433 -0.699
C -5.558 -1.442 -2.148 0.1993 -0.0630 -0.0892 0.686
N -5.275 -2.476 -2.924 -0.0544 -0.0113 0.0358 -0.724
N -4.586 -0.642 -1.659 -0.2180 0.4122 0.1797 -0.558
C -3.377 -0.583 -1.490 0.1752 -0.3377 0.0215 0.753
N -2.202 -0.414 -1.369 -0.0800 0.2029 -0.2043 -0.675
H -7.583 -1.671 -2.160 -0.0129 0.0119 -0.0148 0.438
H -6.987 -0.319 -1.265 0.0581 0.0346 0.0391 0.448
H -6.002 -3.050 -3.324 0.0060 -0.0138 -0.0082 0.440
H -4.325 -2.689 -3.174 0.0124 -0.0012 -0.0161 0.432
Se -0.844 -0.457 -0.122 -0.3455 -0.7493 0.2181 0.664
C -0.256 -2.259 -0.456 0.0188 0.3541 0.1213 -0.272
C 0.469 -2.563 -1.603 0.0438 0.0727 -0.0423 -0.166
C 0.853 -3.875 -1.820 0.0091 -0.0168 -0.0223 -0.210
C 0.526 -4.856 -0.889 -0.0024 -0.0070 0.0450 -0.142
C -0.191 -4.537 0.256 0.0300 -0.0287 0.0027 -0.184
C -0.593 -3.229 0.482 -0.0358 0.0700 0.0607 -0.211
H 0.714 -1.793 -2.326 -0.0072 -0.0361 -0.0282 0.208
H 1.405 -4.138 -2.712 0.0115 0.0195 0.0010 0.248
H 0.839 -5.878 -1.059 -0.0203 0.0006 -0.0059 0.252
H -0.441 -5.303 0.977 0.0103 -0.0109 -0.0115 0.252
H -1.153 -2.971 1.372 -0.0060 -0.0116 -0.0131 0.241

Record 4
This record from OMol25 describes C23H21BF8N4O3PtS as an isolated structure. The level of theory is the ωB97M-V functional and the def2-TZVPD basis.

XYZ file:
```
62
Properties=species:S:1:pos:R:3:forces:R:3:nbo_charge:R:1
Pt -1.432 0.700 -3.555 -0.7648 0.0928 0.2552 0.820
F -0.628 2.937 2.478 -0.0591 -0.0166 0.0238 -0.333
C -0.870 1.651 2.120 -0.0357 0.0449 -0.0314 0.348
C -1.445 1.389 0.917 0.0611 0.0324 0.0014 -0.192
C -1.645 0.064 0.525 -0.1357 -0.0663 -0.0464 -0.068
C -1.944 -0.206 -0.874 0.2508 0.1059 0.0428 0.522
O -2.062 0.799 -1.631 -0.1119 -0.1789 0.0000 -0.648
C -1.992 -1.567 -1.253 0.0216 -0.0875 0.0908 -0.319
C -1.832 -2.522 -0.286 0.1227 0.0226 -0.1121 0.184
N -1.510 -2.288 0.993 -0.1320 -0.0165 0.0979 -0.337
C -1.238 -3.397 1.886 0.0655 0.0885 -0.0734 -0.066
C -0.503 -4.589 1.353 -0.0559 -0.0193 0.0078 -0.411
C 0.182 -3.664 2.310 -0.0018 -0.0375 0.0974 -0.450
C -1.351 -0.976 1.412 -0.0109 0.0199 0.0042 0.202
C -0.752 -0.678 2.636 -0.0823 -0.0023 0.0075 -0.242
C -0.430 0.621 2.953 0.1169 -0.2437 0.1033 0.139
N 0.502 0.839 3.993 -0.3470 0.5053 0.1416 -0.471
C 0.280 0.359 5.334 0.1101 -0.1187 -0.0771 -0.232
C 1.584 -0.351 5.765 0.0231 -0.0098 -0.0046 -0.223
N 2.679 0.166 4.872 -0.0707 -0.0381 -0.0553 -0.500
C 2.617 1.661 4.784 0.0310 -0.0074 -0.0205 -0.233
C 1.369 2.000 3.947 0.1109 -0.0380 -0.1016 -0.232
C -2.074 -2.106 -2.661 0.0320 0.0343 -0.1388 0.783
O -2.338 -3.290 -2.814 -0.0646 -0.0178 0.0376 -0.666
O -1.798 -1.303 -3.625 0.2832 -0.1415 -0.1649 -0.747
H -1.663 2.187 0.221 -0.0325 0.0017 0.0084 0.266
H -1.912 -3.557 -0.588 -0.0170 0.0039 -0.0055 0.254
H -2.028 -3.569 2.608 -0.0019 -0.0045 0.0020 0.213
H -0.166 -4.552 0.327 0.0100 -0.0020 0.0069 0.246
H -0.827 -5.559 1.701 -0.0165 -0.0015 -0.0262 0.223
H 0.931 -3.014 1.881 -0.0035 -0.0416 0.0371 0.279
H 0.342 -3.999 3.328 -0.0468 -0.0010 -0.0033 0.202
H -0.373 -1.479 3.252 -0.0009 -0.0054 0.0001 0.219
H -0.541 -0.351 5.353 -0.0257 0.0138 -0.0131 0.246
H 0.031 1.175 6.024 0.0363 -0.0088 0.0170 0.194
H 1.535 -1.427 5.609 -0.0132 -0.0029 0.0122 0.227
H 1.868 -0.144 6.795 0.0171 0.0028 -0.0014 0.219
H 2.485 -0.191 3.927 0.0451 0.0147 -0.0614 0.469
H 3.594 -0.166 5.172 -0.0046 0.0033 0.0082 0.436
H 3.534 2.021 4.323 -0.0105 0.0058 -0.0175 0.243
H 2.561 2.034 5.805 0.0081 -0.0201 0.0152 0.211
H 1.658 2.171 2.910 -0.0213 -0.0447 -0.0028 0.263
H 0.910 2.915 4.332 0.0207 -0.0127 0.0516 0.209
F -1.722 4.748 -6.915 0.0099 -0.0029 0.0063 -0.316
C -0.452 4.314 -6.976 -0.0043 0.0102 -0.0141 0.984
F 0.247 5.010 -6.066 0.0000 -0.0050 -0.0054 -0.315
F 0.024 4.664 -8.188 -0.0106 -0.0037 0.0179 -0.328
C -0.354 2.833 -6.754 0.0257 -0.0030 -0.0203 -0.237
C 0.171 1.994 -7.723 0.0102 -0.0096 0.0274 -0.106
C 0.278 0.628 -7.493 -0.0027 0.0320 0.0046 -0.294
C -0.176 0.124 -6.289 -0.1232 -0.0628 -0.0945 0.089
N -0.709 0.931 -5.381 -0.0223 0.3328 -0.0024 -0.451
C -0.780 2.276 -5.548 -0.0088 -0.0109 0.1561 0.116
S -1.396 2.962 -4.066 0.4231 -0.1961 -0.3775 -0.107
H 0.508 2.416 -8.660 -0.0002 -0.0016 -0.0012 0.234
H 0.700 -0.033 -8.234 0.0021 -0.0012 0.0040 0.230
H -0.146 -0.926 -6.030 -0.0138 0.0009 -0.0062 0.235
F 1.592 0.330 1.072 0.1411 0.0057 0.0301 -0.610
B 1.707 -0.529 -0.074 0.1488 -0.0608 -0.1563 1.354
F 0.933 -0.045 -1.130 0.1005 0.0336 0.3189 -0.563
F 3.051 -0.629 -0.419 -0.0366 0.0257 0.0519 -0.564
F 1.217 -1.810 0.313 0.0616 0.1092 -0.0517 -0.596
```
Positions in Å, forces in eV/Å.

Total energy
In order: -32182.8741; -82579.7140; -105177.1244; -72799.4481
Unit: eV